1.
{"formula": "C24H30N2O4S", "method": "ωB97M-V/def2-TZVPD", "smiles": "COc1ccc(CN(C[C@H]2CC[C@H](C(=O)O)CC2)C(=S)Nc2ccccc2OC)cc1", "spin_multiplicity": 1, "species": ["C", "H", "O", "C", "C", "C", "C", "C", "C", "H", "H", "C", "N", "C", "S", "N", "C", "C", "C", "C", "C", "C", "O", "C", "H", "H", "H", "H", "H", "H", "H", "H", "C", "H", "H", "C", "C", "C", "H", "H", "C", "C", "O", "O", "H", "C", "C", "H", "H", "H", "H", "H", "H", "H", "H", "H", "H", "H", "H", "H", "H"], "positions_angstrom": [[5.03830, -5.56198, -2.82678], [5.88912, -4.93530, -3.11388], [3.81835, -5.00072, -3.24539], [3.45747, -3.78561, -2.74481], [2.22851, -3.28915, -3.18103], [1.77087, -2.06860, -2.73511], [2.52100, -1.30718, -1.84444], [3.73972, -1.80586, -1.41482], [4.21257, -3.02974, -1.85639], [5.16466, -3.38253, -1.49311], [4.32907, -1.23770, -0.71168], [2.00690, 0.01983, -1.33982], [0.74190, -0.11958, -0.63422], [0.75710, -0.59666, 0.63881], [2.19031, -0.87093, 1.42300], [-0.45424, -0.80912, 1.21630], [-0.79977, -1.14306, 2.52668], [-0.02174, -1.89206, 3.39428], [-0.48333, -2.18542, 4.66744], [-1.72560, -1.74698, 5.07727], [-2.52693, -1.01119, 4.21471], [-2.07518, -0.70631, 2.94490], [-2.78501, 0.01551, 2.00819], [-4.06523, 0.48337, 2.35536], [-4.74382, -0.34227, 2.59089], [-4.43373, 1.01342, 1.47776], [-4.02296, 1.17463, 3.20230], [-3.49660, -0.67830, 4.54954], [-2.08725, -1.97333, 6.06875], [0.13656, -2.76378, 5.33465], [0.94616, -2.23705, 3.07537], [-1.26527, -0.48323, 0.70983], [-0.47773, 0.22805, -1.33408], [-1.20810, -0.58808, -1.26146], [-0.23229, 0.33678, -2.39225], [-1.10859, 1.54616, -0.84426], [-2.46201, 1.76594, -1.51975], [-3.10544, 3.05618, -1.02473], [-4.06528, 3.21062, -1.52143], [-3.29251, 2.99257, 0.04867], [-2.19197, 4.25242, -1.28670], [-2.78797, 5.51667, -0.71377], [-3.52302, 5.57984, 0.23423], [-2.37273, 6.60470, -1.37554], [-2.73520, 7.40881, -0.97056], [-0.82462, 4.02952, -0.62204], [-0.19177, 2.73630, -1.12542], [0.76781, 2.58837, -0.62738], [-0.01049, 2.81491, -2.20043], [-0.96107, 3.97291, 0.46016], [-0.16950, 4.87495, -0.83936], [-2.04492, 4.39925, -2.36048], [-3.12497, 0.92429, -1.30732], [-2.32442, 1.81750, -2.60274], [-1.26912, 1.49889, 0.23716], [1.85613, 0.70953, -2.17311], [2.74164, 0.45265, -0.65532], [0.81497, -1.70717, -3.08543], [1.65056, -3.88390, -3.87089], [5.05567, -5.72445, -1.74434], [5.11139, -6.52188, -3.33589]], "forces_ev_per_a": [[0.1818, -0.0747, 0.0626], [-0.0317, -0.0189, 0.0283], [-0.2678, 0.1621, -0.0528], [-0.1031, 0.1331, 0.0077], [0.0826, -0.1883, -0.0404], [0.1491, -0.0334, 0.0587], [0.1587, 0.1235, 0.0307], [-0.1804, 0.1367, -0.1482], [0.1779, -0.3353, -0.1363], [0.0856, -0.0731, 0.0125], [0.0207, 0.0658, 0.0857], [0.3497, -0.0705, -0.0682], [-0.1760, 0.0000, 0.1144], [0.1780, 0.0615, 0.0783], [0.5407, -0.0458, 0.4002], [-0.5087, 0.2418, -0.7512], [-0.1467, -0.0418, 0.3548], [-0.0173, -0.0537, -0.0464], [-0.1543, 0.0183, 0.1127], [0.0725, -0.0496, 0.0586], [-0.1655, 0.1162, -0.1129], [0.1474, 0.0280, -0.1149], [0.5169, -0.2993, 0.0997], [-0.2753, 0.0989, 0.0401], [0.0377, 0.0321, 0.0022], [-0.0282, -0.0163, 0.0874], [0.0082, -0.0380, -0.0267], [-0.0895, 0.0497, -0.0186], [-0.0313, -0.0179, 0.0851], [0.0600, -0.0555, 0.0588], [-0.0465, -0.0010, -0.0271], [0.1356, -0.0307, -0.0151], [-0.3866, 0.3114, 0.2031], [0.0340, 0.0123, -0.0624], [-0.0598, -0.0607, 0.0418], [0.0897, -0.1386, -0.4943], [0.0529, 0.0553, 0.3599], [0.0215, 0.0592, -0.2648], [-0.0506, 0.0133, 0.0775], [-0.0551, 0.0137, 0.0284], [-0.1083, 0.0370, 0.3300], [-0.1660, -0.1199, 0.0193], [-0.1000, -0.0511, 0.1635], [0.3178, 0.4452, -0.4437], [-0.0662, -0.2839, 0.1389], [0.1105, 0.0123, -0.3113], [-0.1084, -0.0312, 0.3760], [0.0829, -0.0148, -0.0603], [0.0582, -0.0347, -0.1073], [-0.0016, 0.0362, 0.0596], [0.0031, 0.0253, 0.0794], [0.0018, -0.0134, 0.0191], [-0.0268, -0.0661, -0.0628], [0.0046, -0.0658, -0.1136], [-0.0070, -0.0366, 0.0328], [-0.0816, -0.0009, 0.0797], [-0.1030, 0.0319, -0.1925], [-0.1257, 0.0350, -0.0512], [-0.0639, -0.0732, -0.0879], [0.0094, 0.0181, -0.0369], [0.0430, 0.0607, 0.0606]]}



2.
{"formula": "C24H30N2O7S", "method": "ωB97M-V/def2-TZVPD", "smiles": "CCOC(=O)C1CCN(C(=O)CN(c2cc(OC)ccc2OC)S(=O)(=O)c2ccccc2)CC1", "spin_multiplicity": 1, "species": ["C", "C", "H", "H", "O", "C", "O", "C", "C", "C", "N", "C", "O", "C", "N", "C", "C", "C", "C", "C", "C", "O", "C", "H", "H", "H", "H", "H", "O", "C", "H", "H", "H", "H", "S", "O", "O", "C", "C", "C", "C", "C", "C", "H", "H", "H", "H", "H", "H", "H", "C", "H", "C", "H", "H", "H", "H", "H", "H", "H", "H", "H", "H", "H"], "positions_angstrom": [[-5.92495, -0.61494, 2.93865], [-6.28393, 0.10076, 1.64460], [-6.88265, 0.99272, 1.84046], [-6.82718, -0.57536, 0.97587], [-5.11656, 0.57672, 0.97251], [-4.45494, -0.29187, 0.20608], [-4.80046, -1.43188, 0.02811], [-3.25220, 0.36849, -0.43719], [-3.72067, 1.26287, -1.59196], [-2.52854, 2.05503, -2.12803], [-1.31512, 1.25241, -2.12305], [-0.16165, 1.86270, -1.80408], [-0.06757, 3.07442, -1.70675], [1.09389, 0.99727, -1.68373], [0.96395, 0.01228, -0.62959], [1.90669, -1.03948, -0.55441], [1.39787, -2.30258, -0.28983], [2.24262, -3.39440, -0.13306], [3.61380, -3.20394, -0.28385], [4.12573, -1.94975, -0.55079], [3.29037, -0.84462, -0.66926], [3.73128, 0.43737, -0.87975], [5.11724, 0.66859, -0.94129], [5.57572, 0.14887, -1.78850], [5.61452, 0.37065, -0.01320], [5.22482, 1.74375, -1.07597], [5.19373, -1.83769, -0.64442], [4.27092, -4.05159, -0.17608], [1.83042, -4.65669, 0.15414], [0.46012, -4.86550, 0.41306], [0.37394, -5.91091, 0.70509], [-0.14788, -4.68788, -0.47954], [0.10602, -4.22668, 1.22708], [0.33059, -2.39086, -0.18406], [0.55964, 0.62098, 0.88713], [-0.58055, 1.47394, 0.73248], [0.42211, -0.51015, 1.75827], [1.98307, 1.58611, 1.35980], [2.97956, 0.98166, 2.10038], [4.12809, 1.69898, 2.38907], [4.26369, 2.99911, 1.92544], [3.25393, 3.59084, 1.18312], [2.09877, 2.88118, 0.89386], [1.29320, 3.31393, 0.32007], [3.36536, 4.60325, 0.82569], [5.16351, 3.55458, 2.14654], [4.91659, 1.24544, 2.97122], [2.83484, -0.03272, 2.43836], [1.27451, 0.47064, -2.62604], [1.93121, 1.68350, -1.51054], [-1.54230, -0.17046, -2.20761], [-0.60193, -0.70025, -2.34189], [-2.25740, -0.67904, -0.94983], [-2.78960, -1.60544, -1.17639], [-1.52608, -0.87500, -0.16532], [-2.16376, -0.34730, -3.09281], [-2.33080, 2.92543, -1.49795], [-2.72928, 2.40677, -3.14779], [-4.16363, 0.64229, -2.37415], [-4.48295, 1.95887, -1.24141], [-2.76625, 1.00605, 0.30634], [-5.34112, -1.50503, 2.71848], [-5.33983, 0.04047, 3.57881], [-6.83254, -0.90694, 3.45940]], "forces_ev_per_a": [[0.0874, 0.1839, -0.3679], [-0.3687, -0.3415, 0.1809], [0.0660, -0.1032, -0.0687], [0.0320, 0.1779, 0.0939], [0.0521, 0.3636, 0.1554], [0.3698, 0.0073, -0.2203], [-0.1311, -0.1193, 0.0666], [-0.1526, -0.1581, -0.0044], [0.1168, -0.0161, 0.1016], [-0.1356, 0.3270, -0.0622], [-0.2484, 0.0567, -0.0226], [0.3035, -0.0148, -0.6122], [0.1633, 0.2882, 0.0336], [0.0052, 0.6681, -0.1810], [-0.2061, 0.4359, 0.9218], [0.6173, -0.5147, -0.0855], [0.1588, -0.3765, -0.0441], [0.1031, 0.2108, -0.0935], [-0.2816, -0.0622, 0.0568], [0.0713, 0.1170, -0.0219], [-0.1137, 0.2244, -0.0736], [-0.3946, -0.3979, -0.0142], [0.2102, 0.0608, -0.0196], [-0.0070, -0.0018, 0.0362], [-0.0092, -0.0038, -0.0245], [0.0571, -0.0672, 0.0147], [0.0973, 0.0446, -0.0204], [0.0842, -0.1109, 0.0131], [0.2579, -0.0137, -0.0321], [-0.1599, -0.0479, 0.0275], [-0.0606, 0.0893, -0.0192], [0.0066, 0.0118, 0.0262], [-0.0014, -0.0116, -0.0146], [-0.1334, -0.0362, 0.0146], [-0.0833, -0.1985, 0.4699], [0.3666, 0.3033, -0.1479], [0.3994, 0.0925, -0.0407], [-0.5528, -0.3307, -0.1169], [0.0595, -0.1708, 0.1495], [-0.0245, -0.0641, -0.0059], [0.0451, 0.0125, -0.0071], [-0.0190, -0.0158, -0.0425], [-0.1035, 0.1869, -0.0340], [-0.0718, 0.1213, -0.1148], [-0.0130, 0.0881, -0.0219], [0.0640, 0.0535, 0.0270], [0.0442, -0.0412, 0.0582], [0.0623, -0.1124, 0.0915], [-0.0159, -0.0139, 0.1255], [-0.2397, -0.1298, -0.1449], [-0.0356, -0.3712, 0.1369], [-0.0727, 0.0023, -0.1200], [-0.0151, 0.0530, -0.1087], [0.0622, 0.0169, 0.0293], [-0.0645, -0.1331, -0.0405], [0.1196, -0.0679, 0.0389], [-0.0837, -0.0701, -0.1183], [-0.0119, 0.0800, 0.1168], [-0.0648, -0.0052, -0.0038], [-0.0119, 0.0006, -0.0816], [-0.1390, -0.0772, -0.0509], [0.0136, -0.0835, 0.0273], [0.0203, 0.0449, 0.1049], [-0.0898, -0.0402, 0.0847]]}



E_HOMO (eV)
-7.7; -8.2
Max |F| (Eh/bohr)
0.0183; 0.0202